Here is a molecular structure, C25H28FN4OPtS2 in a non-equilibrium geometry from the OMol25 dataset. Energies are from ωB97M-V with the def2-TZVPD basis set.

Summary:
- E_LUMO: -3.608 eV
- Net charge: +1
- Energy relative to the best compared isomer or geometry (same formula, charge and spin): 34.95 kcal/mol
- Energy: -62016.40218 eV
- HOMO level: -10.82 eV
- Kohn-Sham gap: 7.215 eV

The geometry in XYZ format:
```
62
Properties=species:S:1:pos:R:3:forces:R:3
Pt -0.1846 1.3052 0.0883 -0.7200 -0.4265 -2.2617
C 4.0107 2.2645 0.1274 0.0110 -0.0717 -0.1714
C 2.5647 2.3180 -0.2662 -0.0336 -0.0216 -0.1391
N 1.8213 1.2815 -0.0137 0.6387 -0.4144 0.3391
N 2.5143 0.1735 0.5221 -0.3376 -0.0439 -0.2419
C 1.8694 -0.3762 1.4804 -0.0618 0.0619 0.3497
S 0.3418 0.2646 2.0777 -0.1497 0.3964 0.3907
S 2.6593 -1.6777 2.3407 -0.0268 0.0867 -0.0798
C 1.2765 -2.7605 2.8858 0.1215 0.0260 -0.0391
C 1.3430 -4.1038 2.2169 0.0063 0.0078 0.0039
C 0.7691 -4.3037 0.9652 -0.0229 0.0069 0.0063
C 0.8204 -5.5475 0.3576 0.0170 -0.0058 -0.0035
C 1.4628 -6.6042 0.9910 -0.0011 0.0230 -0.0124
C 2.0534 -6.4078 2.2296 0.0108 0.0081 0.0020
C 1.9914 -5.1627 2.8402 -0.0052 -0.0262 0.0158
C 2.0465 3.5349 -0.8945 0.0406 -0.0696 0.0862
C 2.8858 4.2403 -1.7763 -0.0597 -0.0324 -0.0230
C 2.4763 5.4092 -2.3715 -0.0258 0.0316 -0.0065
C 1.2180 5.9273 -2.0503 0.0132 -0.0332 -0.0281
C 0.3867 5.2700 -1.1710 0.0093 0.0701 0.0212
C 0.7707 4.0530 -0.5770 -0.1062 -0.0962 0.1889
O -0.0641 3.4434 0.2378 0.1267 -0.0017 0.2715
H 4.0649 2.0605 1.1972 0.0207 0.0146 0.0034
H 4.5078 3.2040 -0.0849 -0.0034 -0.0124 0.0236
H 4.5224 1.4393 -0.3689 -0.0068 -0.0031 0.0080
H 0.3481 -2.2398 2.6628 -0.0172 -0.0395 0.0289
H 1.3721 -2.8563 3.9652 -0.0270 0.0260 0.0091
H 0.2756 -3.4789 0.4626 -0.0410 0.0011 0.0097
H 0.3584 -5.6961 -0.6099 0.0077 0.0025 0.0035
H 1.5031 -7.5767 0.5187 0.0003 0.0060 -0.0015
H 2.5616 -7.2249 2.7242 -0.0105 0.0017 0.0043
H 2.4485 -5.0154 3.8121 -0.0152 -0.0062 0.0018
H 3.8602 3.8335 -2.0156 -0.0056 0.0280 0.0062
H 3.1229 5.9262 -3.0658 -0.0019 -0.0035 -0.0016
H 0.8887 6.8549 -2.5010 0.0094 0.0106 0.0230
H -0.5778 5.6820 -0.8998 0.0166 0.0048 0.0075
N -0.4681 1.8219 -2.0454 0.0701 0.3302 0.3056
C -1.7469 2.5563 -2.1471 -0.1108 -0.0058 -0.0388
C -2.7528 1.8698 -1.2502 0.0101 0.1316 -0.0981
N -2.1862 1.7954 0.1178 -0.2722 -0.0902 0.5560
H 0.3138 2.4109 -2.3286 -0.0373 0.0302 -0.0490
H -0.4598 0.9962 -2.6331 -0.0150 -0.0467 0.0326
H -2.1266 2.6002 -3.1686 0.0968 -0.0580 -0.0293
H -1.5638 3.5746 -1.8114 0.0030 0.0215 0.0077
H -2.9430 0.8539 -1.5820 -0.0209 -0.0309 -0.0209
H -3.7015 2.4070 -1.2577 0.0097 0.0203 0.1155
H -2.7535 1.1989 0.7182 -0.0536 -0.0026 -0.0890
H -2.1420 2.7334 0.5231 -0.0672 -0.0161 0.0203
F -5.8963 -2.6441 0.8125 -0.0250 0.0327 0.0065
C -4.6872 -2.1609 0.5095 -0.0117 -0.0054 0.0623
C -4.3511 -1.9790 -0.8155 0.0414 0.0163 -0.0607
C -3.0866 -1.4925 -1.1101 -0.0371 -0.1100 -0.0127
C -2.1557 -1.1977 -0.1097 -0.0889 -0.0264 -0.3809
C -0.8025 -0.7528 -0.5203 1.1946 1.3546 1.3069
C -2.5430 -1.3970 1.2202 0.0240 0.0274 -0.0268
C -3.8066 -1.8681 1.5355 -0.0055 0.0238 -0.0045
H -5.0632 -2.2282 -1.5901 0.0105 -0.0033 -0.0029
H -2.8013 -1.3756 -2.1504 -0.0088 -0.0210 0.0014
H -0.6090 -0.7849 -1.5860 -0.0777 -0.1678 -0.0662
H 0.0033 -1.1833 0.0532 -0.0454 -0.8662 -0.3692
H -1.8453 -1.1892 2.0178 0.0225 -0.0071 0.0414
H -4.1148 -2.0187 2.5612 0.0235 -0.0367 -0.0024
```
Forces are in eV/Å.